No. 1
Computed, not measured: a molecular structure, C18H23N4O2PPtS, with ωB97M-V with the def2-TZVPD basis set.

Each line ends with the Mulliken charge.
Atoms and positions in Å:
Pt 0.361 0.470 0.329  1.151
C -2.362 2.816 -2.000  -1.078
C -1.908 4.107 -1.760  -0.514
C -0.786 4.297 -0.967  -0.753
C -0.133 3.198 -0.443  0.845
N -0.563 1.942 -0.717  -0.312
C -1.666 1.755 -1.460  -0.177
C 1.045 3.254 0.439  0.795
C 1.750 4.403 0.732  -0.806
C 2.914 4.323 1.487  -0.442
C 3.359 3.081 1.910  -0.843
C 2.604 1.964 1.609  0.230
N 1.457 2.049 0.916  -0.095
H -3.251 2.634 -2.588  0.458
H -2.434 4.960 -2.170  0.488
H -0.439 5.297 -0.748  0.382
H -1.985 0.731 -1.587  0.887
H 1.413 5.359 0.357  0.356
H 3.475 5.219 1.722  0.493
H 4.277 2.968 2.470  0.447
H 2.922 0.982 1.927  0.533
N 1.035 -1.227 -4.396  -0.226
C -0.189 -1.116 -3.522  -0.842
P 0.186 -1.853 -1.858  1.146
O 1.662 -1.995 -1.816  -0.940
O -0.582 -1.023 -0.816  -0.609
C -0.513 -3.574 -1.803  -0.954
N 0.605 -4.563 -1.590  -0.244
H 1.871 -1.293 -3.790  0.362
H 1.136 -0.423 -5.023  0.360
H 1.021 -2.057 -4.995  0.353
H -1.045 -1.543 -4.042  0.462
H -0.385 -0.055 -3.369  0.356
H -1.019 -3.847 -2.729  0.442
H -1.225 -3.688 -0.988  0.404
H 0.263 -5.530 -1.627  0.393
H 1.071 -4.428 -0.689  0.334
H 1.346 -4.458 -2.290  0.349
S 0.878 -0.592 2.246  -0.244
C -0.337 -1.334 3.038  0.961
C -1.641 -1.641 2.477  -0.199
C -2.572 -2.232 3.264  -0.847
C -2.253 -2.557 4.613  -0.133
C -1.002 -2.287 5.188  -0.813
C -0.051 -1.670 4.431  -0.272
H -1.842 -1.366 1.450  0.510
H -3.563 -2.456 2.892  0.463
H -3.017 -3.029 5.224  0.448
H -0.808 -2.551 6.220  0.462
H 0.921 -1.418 4.838  0.471

## Properties
Highest occupied orbital energy (alpha / beta): -20.07 / -20.07 eV
Kohn-Sham gap (alpha / beta): 5.200 / 5.202 eV
Net charge: +4

=====

No. 2
Computed, not measured: 2 unconnected molecules or ions with the total composition C2H8NS, with ωB97M-V with the def2-TZVPD basis set.

Each line ends with the Mulliken charge.
Atoms and positions in Å:
N 1.091 -2.827 -0.421  -0.687
H 1.837 -3.309 -0.875  0.189
H 0.639 -1.907 -0.821  0.207
H 1.837 -2.165 0.161  0.255
C -1.873 1.403 -0.194  -1.055
C -0.611 0.571 -0.590  -0.513
S 0.645 0.619 0.756  -0.673
H -2.710 1.275 -0.897  0.316
H -1.498 2.397 -0.422  0.209
H -2.055 1.188 0.803  0.334
H -0.246 0.992 -1.525  0.217
H -0.853 -0.435 -0.863  0.201

## Properties
Highest occupied orbital energy: -2.39 eV
Energy above the lowest of the compared OMol25 structures with the same formula, charge and spin: 29.0 kcal/mol
Kohn-Sham gap: 6.711 eV
Net charge: -1

=====

No. 3
Computed, not measured: 4 unconnected molecules or ions with the total composition C20H42FINO6, with ωB97M-V with the def2-TZVPD basis set.

Each line ends with the Mulliken charge.
Atoms and positions in Å:
C 1.357 -0.424 1.046  -0.626
C 2.683 -0.512 0.059  -0.484
N 2.785 -1.914 -0.515  0.648
C 3.916 -2.729 0.142  -0.844
C 3.334 -4.228 0.594  0.712
C 2.777 -4.120 2.167  -0.952
F 4.478 -5.201 0.539  -0.356
C 2.865 -1.979 -2.024  -0.951
C 1.431 -2.286 -2.776  -0.318
C 0.833 -3.803 -2.406  -0.917
I -0.060 -0.687 -2.574  0.156
H 0.334 -0.597 0.469  0.127
H 1.394 -1.250 1.906  0.121
H 1.276 0.662 1.531  0.338
H 2.661 0.273 -0.822  0.315
H 3.607 -0.205 0.737  0.314
H 1.897 -2.413 -0.233  0.245
H 4.292 -2.234 1.155  0.402
H 4.872 -2.812 -0.551  0.369
H 2.443 -4.533 -0.106  -0.086
H 1.673 -4.569 2.134  0.286
H 2.757 -3.005 2.539  0.224
H 3.384 -4.829 2.903  0.334
H 3.404 -1.032 -2.507  0.294
H 3.575 -2.898 -2.301  0.447
H 1.685 -2.349 -3.941  0.255
H 0.195 -4.243 -3.286  0.344
H 0.203 -3.799 -1.418  0.316
H 1.731 -4.567 -2.220  0.248
O -0.090 -1.349 -7.037  -0.571
C 0.702 -2.243 -7.325  0.738
O 1.903 -2.322 -6.706  -0.337
C 2.786 -3.456 -6.789  -0.297
C 3.717 -3.333 -7.979  -1.082
C 0.406 -3.205 -8.436  -0.957
H 2.227 -4.397 -6.790  0.407
H 3.380 -3.452 -5.869  0.255
H 3.164 -3.331 -8.922  0.281
H 4.430 -4.163 -7.998  0.375
H 4.274 -2.392 -7.934  0.306
H 0.813 -2.818 -9.373  0.274
H -0.682 -3.297 -8.534  0.314
H 0.777 -4.211 -8.246  0.327
O -1.524 -0.718 4.311  -0.626
C -2.012 0.324 3.879  0.715
O -1.602 0.836 2.696  -0.326
C -2.274 1.897 1.993  -0.365
C -1.766 3.253 2.441  -0.784
C -2.996 1.108 4.695  -0.851
H -3.361 1.807 2.082  0.311
H -2.041 1.760 0.932  0.328
H -1.976 3.430 3.499  0.091
H -2.231 4.052 1.857  0.365
H -0.679 3.314 2.319  0.318
H -2.463 1.846 5.300  0.179
H -3.523 0.416 5.362  0.371
H -3.765 1.593 4.095  0.317
O -4.164 3.807 4.479  -0.515
C -4.415 4.936 4.894  0.715
O -4.765 5.922 4.035  -0.355
C -5.312 7.192 4.435  -0.380
C -4.209 8.196 4.706  -0.976
C -4.242 5.279 6.343  -1.075
H -5.995 7.082 5.282  0.357
H -5.919 7.544 3.594  0.304
H -3.575 7.881 5.539  0.266
H -4.631 9.177 4.943  0.372
H -3.558 8.296 3.831  0.289
H -3.231 5.661 6.510  0.258
H -4.378 4.367 6.934  0.342
H -4.982 5.990 6.710  0.358

## Properties
Highest occupied orbital energy: -11.68 eV
Kohn-Sham gap: 9.258 eV
Net charge: +1

=====

No. 4
Computed, not measured: a single C4H4O molecule, with ωB97M-V with the def2-TZVPD basis set.

Each line ends with the Mulliken charge.
Atoms and positions in Å:
C -1.518 0.002 0.075  0.344
C -2.396 -1.070 0.196  -0.371
C -0.144 0.372 0.401  0.176
C 1.042 -0.163 -0.297  -0.961
O -1.056 1.204 -0.313  -0.405
H 0.048 0.766 1.381  0.344
H 1.489 0.466 -1.210  0.245
H 0.739 -1.182 -0.625  0.295
H 1.796 -0.394 0.392  0.333

## Properties
Highest occupied orbital energy: -9.47 eV
Energy above the lowest of the compared OMol25 structures with the same formula, charge and spin: 128.2 kcal/mol
Kohn-Sham gap: 8.471 eV
Net charge: 0